No. 1
A structure of composition C38H41AsCoNS6, computed with the ωB97M-V functional and the def2-TZVPD basis.

XYZ file:
```
88
Properties=species:S:1:pos:R:3:forces:R:3
Co -0.84172 -0.34140 -0.85768 0.59 -0.13 -0.10
C -0.81914 2.76571 -3.12377 0.00 0.11 -0.05
C -1.50927 3.78314 -2.20879 0.07 -0.12 -0.09
S -0.70503 3.90888 -0.58716 0.03 0.15 0.16
C -2.07495 3.86023 0.60567 -0.10 -0.09 0.09
C -2.32252 2.49531 1.25038 -0.04 0.16 -0.02
S -2.59979 1.25251 -0.03520 0.04 -0.25 0.04
C -4.11356 0.38697 0.47226 -0.02 0.10 0.09
C -5.22241 0.63949 -0.53994 -0.06 -0.02 0.04
S -4.80700 0.05865 -2.20531 -0.18 -0.15 -0.01
C -4.15826 1.51049 -3.06587 0.24 0.00 -0.02
C -2.92556 1.11823 -3.89440 -0.12 0.04 0.04
S -1.30603 1.01449 -3.06055 0.04 0.00 -0.06
H 0.26260 2.77945 -2.96949 -0.03 0.00 0.06
H -0.96967 3.06569 -4.16252 -0.02 -0.01 -0.01
H -2.55586 3.54127 -2.06309 -0.01 0.03 0.04
H -1.45642 4.76486 -2.67970 0.01 0.00 -0.02
H -2.97772 4.20882 0.10446 0.02 0.02 -0.04
H -1.83317 4.59255 1.37674 0.03 -0.01 0.00
H -3.22496 2.53844 1.86132 0.02 0.04 0.04
H -1.49437 2.21256 1.89872 0.07 -0.02 -0.07
H -4.39610 0.73428 1.46698 -0.01 -0.02 0.02
H -3.88087 -0.67581 0.53236 0.03 0.01 -0.03
H -5.51323 1.68983 -0.57585 0.05 0.02 0.00
H -6.10731 0.07396 -0.24231 -0.01 0.00 -0.04
H -3.92319 2.27765 -2.33427 -0.06 -0.05 -0.01
H -4.92008 1.90566 -3.73871 0.01 -0.02 -0.04
H -2.78610 1.82622 -4.71377 0.05 0.02 0.02
H -3.07467 0.14263 -4.35874 0.00 -0.04 0.08
S -2.13512 -1.94528 -1.68776 -0.04 -0.26 0.10
C -1.53887 -3.52670 -1.14768 -0.24 -0.03 -0.29
C -2.06827 -4.67714 -1.74106 0.02 -0.01 -0.04
C -1.63308 -5.93040 -1.34890 -0.01 0.00 0.03
C -0.67301 -6.08096 -0.34918 -0.01 0.06 -0.03
C -0.15221 -4.95159 0.25739 -0.07 -0.07 -0.07
C -0.59275 -3.69449 -0.14851 0.15 -0.01 0.22
As -0.03820 -2.05619 0.62420 -0.63 0.51 -0.15
C -1.13158 -1.81808 2.20107 0.13 -0.15 0.06
C -1.23044 -0.53883 2.73709 -0.02 0.03 0.12
C -2.00625 -0.31460 3.86722 0.01 -0.03 -0.05
C -2.69370 -1.36985 4.45319 0.02 -0.02 -0.02
C -2.59163 -2.64779 3.91965 -0.01 0.03 0.01
C -1.80634 -2.87642 2.79759 -0.07 0.01 -0.03
C 1.71536 -2.41502 1.32332 0.06 0.09 0.02
C 2.70645 -2.84850 0.44599 0.08 -0.03 0.09
C 3.99371 -3.06259 0.91609 -0.06 0.02 -0.03
C 4.29121 -2.83813 2.25524 0.00 0.00 0.02
C 3.30139 -2.40810 3.12666 -0.03 0.02 -0.02
C 2.00791 -2.19326 2.66270 0.14 -0.04 -0.03
H -2.81207 -4.57567 -2.52092 0.00 -0.01 0.00
H -2.04668 -6.80673 -1.83109 0.00 -0.01 0.00
H -0.33650 -7.06463 -0.05258 -0.01 -0.01 0.00
H 0.59434 -5.04695 1.03731 0.01 0.04 0.00
H -0.69347 0.28180 2.27392 0.01 -0.02 -0.04
H -2.07683 0.67990 4.29032 0.01 0.01 0.00
H -3.30610 -1.19863 5.32848 0.00 0.01 0.01
H -3.12299 -3.47070 4.37902 -0.01 0.00 0.00
H -1.73740 -3.87506 2.38232 0.02 0.02 -0.01
H 2.48006 -3.02751 -0.59963 -0.03 0.01 0.00
H 4.76295 -3.40817 0.23811 0.01 -0.01 0.00
H 5.29418 -3.01155 2.62203 0.01 0.01 0.00
H 3.52989 -2.24668 4.17204 0.01 0.00 0.01
H 1.23559 -1.86476 3.34694 -0.02 -0.01 0.01
N 0.62460 0.90262 -0.47421 -0.08 0.33 -0.05
S 2.12864 0.58799 -0.05818 -0.09 -0.43 0.16
C 3.18598 0.62381 -1.49153 -0.03 0.11 -0.12
C 4.55441 0.44651 -1.31684 -0.02 0.00 -0.06
C 5.36389 0.37484 -2.43700 -0.01 0.01 -0.02
C 4.80679 0.46229 -3.70986 0.03 0.00 0.02
C 3.44034 0.62106 -3.86632 -0.09 0.02 0.06
C 2.61425 0.70277 -2.74841 0.18 -0.03 -0.10
C 2.69611 1.98845 0.85546 0.02 0.14 0.01
C 2.67915 1.85834 2.23798 0.07 0.09 0.02
C 3.03493 2.94921 3.01837 -0.01 0.00 -0.03
C 3.39483 4.14491 2.41193 0.00 -0.01 -0.01
C 3.40558 4.26154 1.02653 -0.02 -0.03 0.00
C 3.05585 3.17866 0.23530 0.03 0.01 0.10
H 0.47521 1.89527 -0.66007 0.00 -0.09 0.00
H 4.98151 0.36673 -0.32433 -0.02 0.01 0.02
H 6.43112 0.24497 -2.31989 0.01 0.00 0.00
H 5.44435 0.39699 -4.58099 0.01 0.00 0.00
H 3.00721 0.67357 -4.85618 0.00 0.01 -0.01
H 1.54211 0.80194 -2.85559 -0.02 -0.03 0.02
H 2.40742 0.91407 2.69454 -0.01 -0.02 -0.02
H 3.04114 2.86164 4.09614 0.00 0.00 0.01
H 3.67999 4.99120 3.02215 -0.01 0.01 0.01
H 3.69197 5.19546 0.56310 0.00 0.01 0.00
H 3.07945 3.25367 -0.84449 -0.02 -0.01 -0.01
```
Positions in Å, forces in eV/Å.

Results
frontier orbital gap (alpha / beta) = 6.99 / 7.61 eV
2S+1 = 2
F_max = 0.0160 Eh/bohr
charge = +1
HOMO level (alpha / beta) = -9.573 / -9.559 eV



No. 2
A structure of composition C38H41AuN4O6S2, computed with the ωB97M-V functional and the def2-TZVPD basis.

XYZ file:
```
92
Properties=species:S:1:pos:R:3:forces:R:3
Au -0.42361 0.14922 -0.21329 0.29 -0.34 -0.05
C -2.77207 -2.99398 2.30382 0.00 -0.01 0.01
C -3.42969 -1.73714 1.73019 0.01 0.09 0.03
C -2.72859 -0.47716 2.25210 0.13 -0.10 -0.04
C -3.59084 -1.82788 0.22395 -0.12 -0.12 0.07
C -4.88043 -1.92353 -0.28748 0.02 -0.08 -0.02
C -5.11274 -2.11806 -1.63918 0.08 0.00 0.00
C -4.04526 -2.21149 -2.51465 -0.08 -0.01 0.03
C -2.74006 -2.09429 -2.05574 0.01 0.10 -0.11
C -1.59386 -2.14287 -3.04417 0.06 0.01 -0.04
C -1.44786 -3.54171 -3.64382 0.01 -0.01 0.05
C -1.74807 -1.07941 -4.13351 0.02 0.00 0.05
C -2.53024 -1.90907 -0.68624 -0.11 0.01 0.09
N -1.20212 -1.70437 -0.23922 0.16 0.32 0.15
C -0.28060 -2.71138 -0.16717 -0.19 -0.09 0.05
O -0.52085 -3.89866 -0.20049 0.08 0.08 -0.14
C 1.14390 -2.20375 -0.08899 -0.02 -0.04 0.02
C 2.29199 -2.96738 -0.19298 0.04 0.05 0.09
C 3.51389 -2.30805 -0.21757 -0.07 0.03 0.01
C 3.57713 -0.91454 -0.16760 -0.04 0.00 0.07
C 2.39303 -0.21582 -0.07738 0.03 0.07 0.03
N 1.24771 -0.88849 -0.02151 -0.01 0.08 -0.34
C 2.25818 1.29209 -0.12188 0.26 -0.08 0.37
O 3.19599 2.02013 -0.31895 -0.11 -0.08 -0.16
N 0.93137 1.70418 -0.03118 -0.52 0.10 -0.51
C 0.43967 2.94029 -0.03549 0.07 -0.20 0.34
C 0.75265 3.90639 0.95112 0.34 0.32 -0.22
C 0.32184 5.17933 0.68863 -0.08 -0.09 0.06
C -0.53499 5.56150 -0.40068 0.04 -0.05 -0.15
C -1.06987 4.62079 -1.17893 0.02 0.01 0.09
C -0.68886 3.17858 -1.06295 -0.31 0.03 0.17
C -0.31015 2.63030 -2.45639 0.08 -0.01 -0.04
C -1.49153 2.64599 -3.42121 0.00 0.03 0.04
C 0.89611 3.39127 -3.00669 0.02 -0.02 0.03
C 1.33147 3.60126 2.32422 0.03 -0.01 0.05
C 2.75902 3.06666 2.39416 0.00 0.02 0.06
C 0.36770 2.68517 3.08345 -0.02 -0.05 -0.11
H -2.86440 -2.99172 3.39079 0.03 0.01 0.06
H -1.70986 -3.02939 2.06239 0.02 -0.02 0.01
H -3.24005 -3.90136 1.91963 0.00 -0.01 0.00
H -4.45327 -1.71247 2.11407 0.00 0.03 0.01
H -1.64012 -0.59149 2.21649 -0.03 0.04 -0.04
H -2.97717 -0.32424 3.30226 -0.02 0.04 -0.01
H -3.01287 0.41425 1.69058 -0.05 0.03 0.00
H -5.71635 -1.86950 0.39818 -0.02 0.02 0.01
H -6.12590 -2.20188 -2.00841 -0.03 0.00 -0.01
H -4.22990 -2.36838 -3.56881 -0.01 0.00 -0.06
H -0.66817 -1.91054 -2.51006 -0.05 -0.05 -0.06
H -2.34892 -3.81894 -4.19218 -0.03 -0.02 -0.03
H -1.28483 -4.28376 -2.86135 -0.01 0.01 -0.01
H -0.60730 -3.57458 -4.33831 0.03 -0.01 -0.03
H -2.63420 -1.25661 -4.74272 -0.04 -0.01 -0.02
H -0.88178 -1.09085 -4.79684 0.03 0.00 -0.04
H -1.83671 -0.08376 -3.69586 -0.02 -0.03 0.01
H 2.20173 -4.04227 -0.25317 0.00 -0.01 0.01
H 4.42822 -2.87959 -0.29558 0.02 0.00 0.01
H 4.50877 -0.36973 -0.20770 0.03 -0.02 -0.01
H 0.57605 5.94782 1.40986 0.00 0.03 0.02
H -0.81119 6.60028 -0.51024 -0.01 0.03 0.02
H -1.82571 4.85981 -1.91170 -0.09 -0.04 0.02
H -0.01690 1.58679 -2.32245 0.01 0.08 -0.04
H -1.80526 3.65815 -3.67475 0.02 0.05 -0.03
H -2.34206 2.10759 -3.00821 -0.01 0.02 0.00
H -1.19424 2.15857 -4.35019 0.00 0.00 -0.01
H 0.64466 4.43178 -3.21489 0.00 0.03 -0.02
H 1.22576 2.93597 -3.94009 0.00 -0.01 -0.01
H 1.74268 3.37966 -2.31543 0.02 -0.01 0.00
H 1.32419 4.57257 2.82895 0.04 0.00 -0.01
H 2.80011 2.00654 2.15332 0.01 0.00 0.09
H 3.11196 3.16230 3.42103 -0.01 0.01 0.02
H 3.44030 3.60710 1.73830 0.02 -0.01 -0.01
H 0.39706 1.66367 2.69844 -0.02 0.04 0.03
H -0.65870 3.05214 3.03418 -0.03 0.00 0.04
H 0.65436 2.61330 4.13076 0.01 -0.01 0.02
O -2.00312 1.19806 -0.79130 -0.01 -0.29 0.02
O -1.87512 2.57777 -0.49234 0.15 0.08 0.00
O -2.64620 -0.01608 5.68908 -0.01 0.01 0.04
S -1.28205 -0.30873 6.04352 0.04 0.00 -0.02
O -0.76979 0.23990 7.26767 -0.02 0.03 0.00
N -0.28643 0.05378 4.78493 -0.13 0.09 0.07
C 0.25853 -1.01426 4.27601 0.12 -0.04 -0.05
S 1.28257 -1.02721 2.92279 -0.01 0.03 0.03
C -0.11295 -2.29270 4.96978 0.00 -0.04 -0.06
C 0.30275 -3.58330 4.69573 -0.06 -0.01 -0.05
C -0.20700 -4.61605 5.47065 -0.02 0.02 0.02
C -1.11383 -4.36279 6.49688 0.02 0.03 0.00
C -1.52792 -3.06547 6.77435 -0.01 -0.04 -0.02
C -1.00587 -2.05636 5.99364 0.00 0.02 0.02
H 0.99355 -3.76605 3.88402 0.03 0.01 -0.01
H 0.10095 -5.63329 5.27276 0.01 -0.05 0.00
H -1.49845 -5.18384 7.08553 -0.02 -0.04 0.02
H -2.23502 -2.85528 7.56400 -0.02 0.01 0.05
```
Positions in Å, forces in eV/Å.

Results
frontier orbital gap = 4.60 eV
2S+1 = 1
F_max = 0.0142 Eh/bohr
HOMO level = -7.556 eV